# C34H47BF7O12Pt

C34H47BF7O12Pt as an isolated structure at a distorted geometry (the ωB97M-V functional and the def2-TZVPD basis, OMol25).

Results
Frontier orbital gap (alpha / beta) = 8.01 / 5.09 eV
LUMO (alpha / beta) = -2.619 / -5.538 eV
2S+1 = 3
HOMO (alpha / beta) = -0.391 / -0.391 Eh
⟨S²⟩ = 2.00
Charge = +1
Strongest force on any atom = 3.26 eV Å⁻¹

Each line ends with the Mulliken spin population.
Element x y z (Å)
Pt 11.641871 31.576096 -9.203457  1.565
B 11.443117 29.502621 -7.494734  -0.047
F 11.331735 28.449638 -6.643387  -0.001
F 12.805998 29.652187 -7.905702  0.011
F 10.645787 29.393778 -8.632636  0.046
F 11.145462 30.795435 -6.961614  0.057
C 12.913118 37.270205 -8.827457  0.000
C 12.673176 35.774804 -8.619142  -0.003
O 12.109645 35.588981 -7.315437  0.002
C 11.643494 34.361333 -7.032596  0.038
O 11.598882 33.413563 -7.758180  0.208
O 11.170964 34.341255 -5.820991  0.005
C 11.200063 35.411787 -4.881819  0.001
H 13.213769 37.335641 -9.873431  0.000
H 13.678541 37.665756 -8.165493  0.000
H 11.993776 37.830964 -8.672301  0.000
H 13.580203 35.170245 -8.713265  0.000
H 11.985869 35.353672 -9.359561  -0.002
H 12.222817 35.739351 -4.695868  0.000
H 10.852710 35.059763 -3.914887  0.000
H 10.501574 36.152852 -5.268889  0.000
C 16.195999 31.158187 -12.450245  0.000
C 15.199453 32.132811 -11.792755  -0.004
O 15.684192 32.436490 -10.462548  0.006
C 14.910326 32.185846 -9.421416  0.011
O 13.702638 32.084229 -9.399587  0.059
O 15.690003 32.149599 -8.371075  0.003
C 15.108789 32.002856 -7.086140  -0.005
H 17.080650 31.745117 -12.694465  0.000
H 15.750810 30.678140 -13.320333  0.000
H 16.499930 30.345480 -11.794249  0.000
H 14.275570 31.562195 -11.711626  0.003
H 15.066634 33.067665 -12.325289  0.000
H 14.299744 32.731480 -6.964868  0.000
H 15.891852 32.178836 -6.356579  0.000
H 14.632373 31.035612 -6.925047  0.001
C 10.153743 28.339410 -12.671450  0.000
C 11.033832 27.631057 -11.652176  0.001
O 12.385052 28.102282 -11.741441  0.002
C 12.994530 29.071225 -11.152477  0.011
O 12.487186 30.067947 -10.687680  -0.007
O 14.306956 28.882602 -11.057785  -0.001
C 14.941808 27.730721 -11.565537  0.000
H 10.365438 28.095625 -13.713620  0.000
H 10.234838 29.424051 -12.576838  -0.001
H 9.087367 28.126454 -12.577644  0.000
H 10.920508 26.556954 -11.765315  0.000
H 10.800813 27.925887 -10.624374  -0.002
H 15.002755 27.754022 -12.654210  0.000
H 14.457135 26.781229 -11.323843  0.000
H 15.925854 27.640680 -11.112391  0.000
C 6.765401 28.823795 -7.645678  0.000
C 8.003268 29.646666 -7.887177  -0.003
O 7.655972 31.043264 -7.824477  0.001
C 8.403797 31.982034 -8.334756  0.009
O 9.463582 31.895120 -8.928002  0.036
O 7.775382 33.123327 -8.158127  0.003
C 8.247386 34.268923 -8.868015  -0.001
H 6.199312 29.153793 -6.772975  0.000
H 7.025763 27.777385 -7.489780  0.000
H 6.028421 28.852250 -8.450124  0.000
H 8.460562 29.450594 -8.855770  -0.002
H 8.746078 29.480311 -7.105780  0.001
H 9.311624 34.467271 -8.727871  -0.001
H 7.689456 35.113777 -8.482134  0.000
H 8.132003 34.142290 -9.943690  0.000
F 8.683504 22.660287 -5.603232  0.000
C 9.834056 23.246052 -5.199148  0.000
C 10.723913 22.472750 -4.468638  0.000
C 11.886173 23.089695 -4.007559  0.000
C 12.239888 24.363337 -4.480991  0.000
C 11.399222 24.998086 -5.375535  0.000
C 10.148102 24.485104 -5.712683  0.000
H 10.505894 21.466650 -4.143031  0.000
H 12.572046 22.584460 -3.341798  0.000
H 13.203216 24.806409 -4.270095  0.000
H 11.727686 25.934410 -5.811150  0.000
H 9.463783 25.133308 -6.239615  0.000
F 10.096473 34.266018 -0.925293  0.000
C 10.077460 33.447700 -2.021216  0.000
C 11.142087 32.640931 -2.244270  0.001
C 11.121355 31.885210 -3.409239  -0.001
C 9.989044 31.890460 -4.218770  -0.001
C 8.837954 32.608608 -3.841803  -0.001
C 8.868035 33.422441 -2.710942  0.000
H 11.931123 32.587819 -1.506227  0.000
H 11.918278 31.250811 -3.775121  0.000
H 9.991764 31.289804 -5.115606  -0.001
H 7.935106 32.452203 -4.418053  0.000
H 8.078255 34.126855 -2.498320  0.000
F 16.238385 30.662708 -3.991692  0.000
C 15.160950 29.983954 -3.533029  0.000
C 14.410694 29.274870 -4.447737  0.001
C 13.214053 28.703352 -4.027532  0.000
C 12.791397 28.779120 -2.696022  0.000
C 13.580125 29.495729 -1.800920  0.000
C 14.794595 30.051425 -2.218448  0.000
H 14.716123 29.244369 -5.484715  0.000
H 12.757754 28.114810 -4.811807  -0.001
H 11.971779 28.166014 -2.350348  0.000
H 13.310016 29.448078 -0.754739  0.000
H 15.467503 30.645751 -1.609558  0.000

Cartesian forces, eV/Å:
Pt 0.022 1.240 0.235
B 1.470 -0.230 0.574
F -0.497 0.134 0.124
F -0.006 -0.446 -0.027
F -0.156 -0.864 -0.472
F -0.269 -0.240 0.275
C -0.172 -1.021 -0.250
C 0.040 0.220 -0.295
O 0.072 -0.783 -0.280
C 0.015 2.794 1.673
O 0.143 -1.053 -1.367
O -0.375 -1.944 0.502
C 0.057 0.515 0.002
H 0.142 0.495 0.067
H 0.108 -0.070 -0.065
H -0.040 -0.017 -0.082
H 0.130 0.223 0.188
H -0.122 0.276 0.025
H -0.108 0.397 -0.477
H -0.301 -0.504 -0.315
H 0.445 0.457 0.294
C 0.160 1.014 0.229
C -0.036 -1.728 0.022
O -0.585 -0.179 -0.099
C 1.737 0.365 0.181
O -0.556 0.169 -0.424
O 0.206 -0.237 -0.170
C -1.081 0.246 0.765
H 0.150 -0.375 -0.374
H 0.057 0.343 -0.230
H -0.168 0.176 0.333
H -0.345 0.554 0.158
H 0.025 -0.006 -0.090
H 0.219 0.104 0.059
H 0.038 -0.045 -0.103
H 0.318 -0.149 -0.303
C -0.281 0.556 -0.278
C -1.423 1.862 0.865
O 1.168 -1.987 -1.684
C 0.130 -0.734 0.692
O -0.623 0.649 -0.152
O -0.367 1.006 0.334
C 0.271 -1.532 -0.553
H 0.437 -0.180 0.132
H 0.138 -0.022 0.082
H 0.102 -0.304 0.459
H 0.983 -0.079 0.003
H -0.781 -0.326 -0.151
H 0.151 0.260 0.053
H -0.448 0.371 0.222
H 0.048 0.552 -0.090
C -0.727 -0.021 0.102
C 0.341 -0.265 0.010
O -0.173 0.250 0.038
C -0.736 0.003 0.249
O 0.515 -0.361 -0.769
O -0.021 0.458 -0.005
C 0.631 0.273 -0.193
H 0.345 0.062 0.193
H 0.163 0.037 -0.003
H 0.315 0.127 -0.278
H -0.106 -0.039 0.108
H -0.070 -0.116 -0.090
H -0.007 -0.264 0.383
H -0.189 -0.062 -0.132
H -0.412 -0.029 0.026
F -0.147 0.127 0.237
C -0.028 -0.836 -0.997
C 0.322 0.723 0.978
C 0.270 0.531 -0.556
C -0.162 -0.809 -0.320
C 0.013 0.453 0.063
C 0.579 0.492 0.758
H -0.318 -0.007 -0.161
H -0.098 -0.216 -0.020
H -0.022 -0.047 0.279
H -0.196 0.102 0.049
H -0.204 -0.451 -0.312
F 0.269 -0.194 -0.263
C -1.834 0.890 1.463
C 0.865 -0.556 -0.318
C -0.548 -0.225 -0.869
C -0.558 0.234 0.623
C 0.594 -0.507 0.006
C 0.873 -0.071 -1.214
H 0.174 0.150 -0.185
H 0.338 0.096 0.538
H -0.080 0.011 0.008
H -0.067 0.362 -0.040
H -0.110 -0.199 0.382
F 0.140 -0.137 0.301
C -0.480 -0.184 -0.796
C -0.377 0.501 0.093
C 0.678 -0.487 -0.330
C 0.751 -0.145 -0.570
C 0.398 -0.794 -0.045
C -0.004 0.920 0.451
H 0.016 -0.178 -0.006
H -0.681 -0.030 0.407
H -0.271 0.314 -0.019
H 0.083 0.378 0.067
H -0.290 -0.193 0.464